[1]
Computed, not measured: 3 unconnected molecules or ions with the total composition C6H14N2, with wB97M-V/def2-TZVPD.

Last column: Löwdin charge in e.
Element x y z (Å)
C: 0.939 1.443 1.712  -0.192
C: -1.146 2.242 0.823  -0.189
C: 0.401 -3.002 -0.968  -0.227
C: 0.499 0.391 -1.495  -0.037
N: -0.413 1.119 1.347  -0.235
N: -0.810 -2.272 -0.660  -0.105
C: -0.200 -0.225 -0.391  -0.114
C: -0.770 -0.725 0.585  0.069
H: -1.397 -2.127 -1.478  0.050
H: -1.270 -1.138 1.428  0.102
H: 1.476 0.540 2.014  0.073
H: 1.524 1.933 0.905  0.062
H: -0.638 2.763 -0.013  0.067
H: -2.129 1.917 0.471  0.073
H: 0.962 2.140 2.566  0.076
H: -1.313 3.003 1.602  0.075
H: 1.051 -3.003 -0.089  0.071
H: 0.181 -4.053 -1.200  0.066
H: 0.992 -2.609 -1.814  0.053
H: -0.202 0.707 -2.270  0.100
H: 1.051 1.269 -1.145  0.079
H: 1.212 -0.312 -1.932  0.084

Its spin multiplicity is 1. For the energy above the lowest of the compared OMol25 structures with the same formula, charge and spin, the calculation gives 171.8 kcal per mole. The gap between HOMO and LUMO (spin up / spin down) comes out at 7.6594 / 7.5455 eV. The HOMO energy (spin up / spin down) comes out at -0.2512 / -0.2466 Ha. The largest force on an atom is 0.43 eV Å⁻¹.

[2]
Computed, not measured: 2 unconnected molecules or ions with the total composition C8H12S in a non-equilibrium geometry, with wB97M-V/def2-TZVPD.

Last column: Löwdin charge in e.
Element x y z (Å)
C: 2.811 -0.481 0.128  -0.114
C: 2.047 -0.142 1.201  -0.058
C: 1.361 1.248 0.827  -0.195
C: 1.610 1.325 -0.595  -0.143
C: 2.438 0.357 -0.990  -0.119
H: 3.563 -1.273 -0.099  0.111
H: 2.071 -0.599 2.261  0.114
H: 1.860 2.062 1.395  0.132
H: 0.287 1.416 1.001  0.066
H: 1.004 1.912 -1.332  0.123
H: 2.766 0.282 -1.965  0.074
C: -1.930 0.458 0.584  -0.049
C: -2.313 -0.451 -0.295  -0.671
C: -2.243 -1.903 0.045  -0.148
S: -3.051 -0.249 -1.994  0.771
H: -1.780 1.466 0.197  0.054
H: -1.207 0.335 1.370  0.047
H: -2.014 -2.458 -0.850  0.056
H: -1.439 -1.951 0.739  0.061
H: -3.153 -2.305 0.532  0.096
H: -2.687 0.950 -2.159  -0.211

Its spin multiplicity is 1. For the energy above the lowest of the compared OMol25 structures with the same formula, charge and spin, the calculation gives 68.3 kcal per mole. The gap between HOMO and LUMO comes out at 9.3321 eV. The HOMO energy comes out at -0.3133 Ha. The largest force on an atom is 2.91 eV Å⁻¹.

[3]
Computed, not measured: 2 unconnected molecules or ions with the total composition C4H9NO3 in a non-equilibrium geometry, with wB97M-V/def2-TZVPD.

Last column: Löwdin charge in e.
Element x y z (Å)
C: -1.011 -2.112 -0.729  -0.229
C: 1.710 0.443 1.408  -0.056
C: 0.608 1.035 0.580  -0.465
N: -0.074 -1.842 -1.586  0.093
C: 0.047 2.228 0.848  -0.173
O: 0.045 0.258 -0.365  -0.186
O: -2.315 -2.136 -0.960  0.112
O: -0.971 2.733 0.081  -0.024
H: -2.541 -1.753 -1.821  0.135
H: -1.108 2.069 -0.614  0.077
H: -0.756 -2.195 0.317  0.148
H: 0.437 -0.768 -1.162  0.143
H: -0.366 -1.672 -2.545  0.103
H: 0.310 2.855 1.686  0.108
H: 1.406 -0.517 1.835  0.069
H: 2.599 0.275 0.794  0.074
H: 1.981 1.099 2.236  0.072

Its spin multiplicity is 1. For the energy above the lowest of the compared OMol25 structures with the same formula, charge and spin, the calculation gives 81.8 kcal per mole. The gap between HOMO and LUMO comes out at 6.6952 eV. The HOMO energy comes out at -0.2468 Ha. The largest force on an atom is 1.90 eV Å⁻¹.

[4]
Computed, not measured: a molecular structure, C6H8N2O in a non-equilibrium geometry, with wB97M-V/def2-TZVPD.

Last column: Löwdin charge in e.
Element x y z (Å)
C: -1.693 -1.237 0.377  -0.046
C: -0.743 0.806 -1.071  -0.448
C: -0.184 0.789 0.832  -0.146
C: -0.405 -0.464 0.246  -0.359
N: 0.290 1.431 -1.703  0.153
N: 1.001 1.318 1.161  0.071
C: 0.852 -1.256 0.470  -0.094
C: 1.845 -1.932 0.584  0.123
O: -1.795 0.663 -1.640  0.066
H: 1.111 1.717 -1.199  0.082
H: 0.107 1.895 -2.579  0.113
H: 1.841 0.771 1.338  0.092
H: 1.078 2.320 1.246  0.101
H: -2.530 -0.548 0.466  0.087
H: -1.851 -1.899 -0.476  0.092
H: -1.662 -1.873 1.265  0.090
H: 2.738 -2.500 0.683  0.024

Its spin multiplicity is 1. For the energy above the lowest of the compared OMol25 structures with the same formula, charge and spin, the calculation gives 109.6 kcal per mole. The gap between HOMO and LUMO comes out at 8.7314 eV. The HOMO energy comes out at -0.2962 Ha. The largest force on an atom is 3.39 eV Å⁻¹.

[5]
Computed, not measured: a molecular structure, C22H27GeN5O7Se4V, with wB97M-V/def2-TZVPD.

Last column: Löwdin charge in e.
Element x y z (Å)
V: -1.906 0.117 2.620  0.488
Se: 0.753 0.123 3.303  0.268
Se: 1.455 1.913 4.639  0.049
Se: -0.524 3.179 4.523  -0.032
Se: -2.124 1.497 4.741  0.109
O: -3.022 -5.160 0.314  0.147
C: -2.635 -4.167 0.863  -0.244
C: -2.032 -2.939 0.212  -0.263
O: -1.954 -2.694 -0.993  0.044
C: -1.612 -2.118 1.301  -0.296
C: -2.087 -2.545 2.545  -0.299
O: -2.006 -1.800 3.569  -0.082
C: -2.682 -3.899 2.374  -0.252
O: -3.121 -4.639 3.210  0.147
O: -0.994 -0.954 1.215  -0.251
C: 2.174 -0.479 -3.458  -0.104
C: 1.538 -0.320 -2.083  -0.274
C: 1.766 1.069 -1.492  -0.276
C: 1.218 1.215 -0.073  -0.329
Ge: 2.104 0.157 1.317  0.682
C: 3.869 0.823 1.868  -0.359
C: 4.909 0.892 0.750  -0.299
C: 5.190 -0.448 0.079  -0.291
C: 6.326 -0.364 -0.933  -0.115
H: 1.964 -1.460 -3.886  0.071
H: 3.260 -0.360 -3.402  0.063
H: 1.793 0.273 -4.153  0.075
H: 1.931 -1.084 -1.405  0.082
H: 0.461 -0.507 -2.146  0.097
H: 1.264 1.801 -2.137  0.109
H: 2.832 1.322 -1.531  0.092
H: 0.169 0.904 -0.058  0.033
H: 1.256 2.257 0.254  0.070
H: 2.149 -1.345 0.997  -0.014
H: 4.216 0.166 2.670  0.068
H: 3.725 1.808 2.316  0.046
H: 5.846 1.292 1.155  0.109
H: 4.589 1.608 -0.015  0.098
H: 4.285 -0.807 -0.422  0.080
H: 5.423 -1.195 0.845  0.113
H: 6.104 0.378 -1.704  0.071
H: 6.493 -1.320 -1.430  0.069
H: 7.260 -0.068 -0.450  0.070
N: -8.035 -0.897 3.664  0.086
C: -7.197 -0.415 3.028  -0.395
N: -6.320 0.206 2.248  0.080
C: -5.069 0.069 2.394  -0.290
N: -3.897 0.028 2.406  0.054
O: -1.416 -2.060 -3.692  -0.046
C: -2.561 -1.252 -3.593  -0.235
N: -2.452 -0.331 -2.482  0.103
C: -2.471 1.013 -2.602  -0.439
O: -2.657 1.624 -3.644  0.056
C: -2.228 1.749 -1.311  -0.090
C: -1.744 3.048 -1.330  0.014
C: -1.398 3.647 -0.133  -0.031
C: -1.490 2.915 1.040  -0.122
N: -1.970 1.672 1.064  -0.007
C: -2.378 1.125 -0.087  -0.077
H: -1.396 -2.623 -2.903  0.057
H: -3.452 -1.867 -3.453  0.129
H: -2.652 -0.668 -4.504  0.123
H: -2.201 -0.777 -1.610  0.089
H: -1.643 3.556 -2.282  0.127
H: -1.014 4.658 -0.102  0.112
H: -1.158 3.312 1.987  0.022
H: -2.824 0.145 -0.010  0.112

The net charge is -1. Its spin multiplicity is 3. For the energy above the lowest of the compared OMol25 structures with the same formula, charge and spin, the calculation gives 3.1 kcal per mole. The gap between HOMO and LUMO (spin up / spin down) comes out at 6.9425 / 7.3848 eV. The HOMO energy (spin up / spin down) comes out at -0.2117 / -0.2170 Ha. The largest force on an atom is 0.74 eV Å⁻¹.

[6]
Computed, not measured: 7 unconnected molecules or ions with the total composition C22H50N2O20S5 in a non-equilibrium geometry, with wB97M-V/def2-TZVPD.

Last column: Löwdin charge in e.
Element x y z (Å)
O: 0.260 7.912 -0.023  -0.242
S: -0.514 7.181 -1.005  0.748
O: -0.292 7.432 -2.430  -0.237
O: -0.469 5.550 -0.607  -0.193
C: -1.466 5.179 0.262  -0.217
C: -2.506 6.316 0.319  -0.187
O: -2.100 7.270 -0.610  -0.208
H: -1.976 4.338 -0.207  0.116
H: -1.033 4.853 1.208  0.126
H: -2.546 6.924 1.223  0.124
H: -3.547 6.098 0.080  0.134
O: 2.418 -4.941 0.514  -0.243
S: 2.580 -5.416 1.890  0.746
O: 3.815 -5.985 2.321  -0.212
O: 2.137 -4.209 2.986  -0.206
C: 1.370 -4.735 4.014  -0.218
C: 0.494 -5.750 3.333  -0.208
O: 1.274 -6.335 2.355  -0.208
H: 2.055 -5.242 4.695  0.130
H: 0.819 -4.032 4.638  0.138
H: -0.312 -5.224 2.822  0.117
H: 0.147 -6.537 4.002  0.146
O: -4.177 -1.889 -2.776  -0.253
S: -4.503 -0.706 -1.974  0.720
O: -5.943 -0.360 -1.816  -0.262
O: -3.788 -0.886 -0.511  -0.210
C: -2.498 -0.288 -0.429  -0.150
C: -2.381 0.497 -1.772  -0.178
O: -3.634 0.584 -2.375  -0.197
H: -2.572 0.329 0.466  0.119
H: -1.686 -1.007 -0.317  0.113
H: -1.874 -0.096 -2.533  0.129
H: -2.008 1.511 -1.624  0.127
O: -2.471 -4.086 0.692  -0.258
S: -2.723 -4.999 -0.435  0.770
O: -4.035 -5.030 -1.103  -0.237
O: -1.428 -5.072 -1.511  -0.221
C: -0.851 -6.352 -1.677  -0.164
C: -1.117 -6.966 -0.309  -0.189
O: -2.433 -6.566 0.017  -0.207
H: -1.511 -6.840 -2.395  0.131
H: 0.186 -6.300 -2.010  0.142
H: -0.400 -6.635 0.443  0.109
H: -1.084 -8.051 -0.400  0.138
O: -2.250 3.356 3.611  -0.249
S: -3.537 3.634 2.926  0.750
O: -3.652 3.236 1.541  -0.242
O: -4.866 3.225 3.852  -0.189
C: -5.916 4.092 3.647  -0.204
C: -5.222 5.423 3.624  -0.188
O: -3.924 5.240 3.076  -0.211
H: -6.219 3.911 2.615  0.133
H: -6.720 4.053 4.382  0.151
H: -5.007 5.855 4.602  0.133
H: -5.756 6.213 3.096  0.137
C: 0.325 1.790 1.256  -0.071
C: 1.276 0.666 1.793  -0.229
N: 0.597 -0.635 1.665  -0.170
C: 1.395 -1.699 1.065  -0.244
C: 1.676 -1.486 -0.452  -0.059
C: 0.089 -1.027 3.018  -0.219
C: -1.018 -2.092 2.889  -0.085
H: -0.130 1.740 0.267  0.050
H: 0.783 2.762 1.442  0.070
H: -0.609 1.702 1.812  0.047
H: 2.284 0.707 1.381  0.106
H: 1.475 0.993 2.814  0.104
H: 2.325 -1.772 1.629  0.115
H: 0.820 -2.622 1.139  0.087
H: 2.315 -0.604 -0.480  0.042
H: 2.214 -2.288 -0.956  0.070
H: 0.806 -1.195 -1.042  0.059
H: -0.408 -0.188 3.504  0.108
H: 0.874 -1.320 3.715  0.108
H: -1.498 -2.307 3.843  0.074
H: -0.704 -3.072 2.529  0.029
H: -1.854 -1.751 2.278  0.066
C: 5.248 -1.028 -2.921  -0.093
C: 4.061 -0.321 -3.496  -0.280
N: 4.233 1.141 -3.543  -0.195
C: 2.930 1.813 -3.680  -0.229
C: 1.968 1.578 -2.475  -0.078
C: 5.140 1.522 -4.646  -0.254
C: 5.756 2.906 -4.391  -0.082
H: 5.312 -0.692 -1.886  0.072
H: 6.247 -0.753 -3.257  0.069
H: 5.033 -2.093 -3.008  0.077
H: 4.049 -0.616 -4.546  0.105
H: 3.076 -0.623 -3.140  0.098
H: 3.246 2.846 -3.541  0.094
H: 2.566 1.637 -4.692  0.116
H: 1.426 0.640 -2.595  0.042
H: 2.477 1.550 -1.511  0.072
H: 1.210 2.361 -2.450  0.065
H: 4.632 1.603 -5.606  0.103
H: 5.905 0.764 -4.815  0.105
H: 5.087 3.639 -3.939  0.065
H: 5.986 3.319 -5.373  0.063
H: 6.772 2.829 -4.002  0.067

Its spin multiplicity is 1. For the energy above the lowest of the compared OMol25 structures with the same formula, charge and spin, the calculation gives 91.7 kcal per mole. The gap between HOMO and LUMO comes out at 8.4491 eV. The HOMO energy comes out at -0.3049 Ha. The largest force on an atom is 4.31 eV Å⁻¹.